The ion C4H5N2O4 with charge -1 at a distorted geometry, computed with ωB97M-V/def2-TZVPD.

Each line ends with the Löwdin charge.
Atoms and positions in Å:
C (-1.093, 0.243, -0.844)  -0.574
O (1.819, 0.430, -0.490)  -0.097
O (-2.302, 0.304, -0.977)  0.017
H (-0.524, 1.496, 1.992)  0.059
C (-1.057, 0.763, 1.500)  -0.058
O (1.566, -1.015, -2.995)  0.112
H (1.558, 0.474, 1.416)  0.142
H (0.846, -1.867, -0.137)  0.055
N (-0.334, -0.141, -1.962)  0.206
C (1.132, 0.022, 0.455)  -0.578
H (-1.065, -0.209, 1.947)  0.088
H (-2.059, 0.984, 1.391)  0.055
N (-0.398, 0.468, 0.265)  -0.021
C (0.802, -0.513, -2.248)  -0.355
O (1.108, -1.439, 0.687)  -0.051

The multiplicity is 1. Its SMILES is CN(C(=O)N=C=O)[C@H]([O-])O. The net charge is -1. The LUMO energy comes out at 3.86 eV.

The ion C3H10NO with charge +1 at a distorted geometry, computed with ωB97M-V/def2-TZVPD.

Each line ends with the Löwdin charge.
Atoms and positions in Å:
H (0.654, 0.175, 1.675)  0.147
O (-0.309, -0.929, -1.187)  -0.041
H (1.431, -1.220, -0.465)  0.155
C (-1.654, 0.850, -0.119)  -0.036
H (-1.043, -1.450, -1.520)  0.121
H (2.451, 0.003, -0.561)  0.168
H (-1.729, 1.453, 0.789)  0.099
H (-2.659, 0.470, -0.314)  0.097
N (1.867, -0.471, 0.107)  0.204
H (0.859, 1.364, 0.369)  0.133
H (2.476, -0.889, 0.792)  0.170
C (-0.631, -0.234, 0.030)  -0.402
H (-1.417, 1.551, -0.921)  0.100
H (-0.989, -1.003, 0.735)  0.155
C (0.693, 0.329, 0.590)  -0.071

The multiplicity is 1. Its SMILES is C[C@@H](O)C[NH3+]. The net charge is +1. The LUMO energy comes out at -3.57 eV.

The molecule C17H15Cl2NO3, computed with ωB97M-V/def2-TZVPD.

Each line ends with the Löwdin charge.
Atoms and positions in Å:
C (2.204, -1.859, -0.164)  -0.031
N (-0.793, 0.845, 0.809)  0.138
C (-2.143, 0.892, 0.468)  -0.218
H (-2.152, 2.873, -0.344)  0.103
C (1.573, 1.287, 0.960)  -0.057
H (2.578, 2.263, -0.660)  0.165
C (1.996, 0.335, -1.385)  -0.083
H (2.837, 0.140, -2.056)  0.128
C (0.103, -1.297, -1.157)  -0.054
C (-4.087, 1.968, -0.444)  -0.088
H (1.954, 2.018, 1.676)  0.135
C (-4.258, -0.263, 0.420)  -0.688
C (-0.439, -2.483, -0.688)  -0.089
O (4.781, 0.541, -0.651)  0.113
H (2.281, -3.724, 0.876)  0.104
C (-4.855, 0.845, -0.176)  -0.698
H (-0.512, -0.623, -1.736)  0.119
H (1.540, 0.312, 1.444)  0.119
H (-1.469, -2.723, -0.904)  0.105
H (-0.506, -0.025, 1.237)  0.139
C (0.193, 1.744, 0.514)  -0.455
O (0.011, 2.799, -0.048)  0.086
H (-0.081, -4.278, 0.424)  0.102
H (1.231, 0.873, -1.946)  0.124
H (3.241, -1.629, 0.027)  0.114
C (3.931, 0.876, 0.130)  -0.514
Cl (-6.531, 0.826, -0.576)  0.673
C (2.512, 1.246, -0.252)  -0.199
H (5.106, 0.787, 1.627)  0.139
C (1.665, -3.042, 0.310)  -0.074
C (1.427, -0.966, -0.895)  -0.229
C (-2.913, -0.238, 0.740)  -0.054
O (4.176, 0.992, 1.441)  0.114
Cl (-5.183, -1.676, 0.761)  0.682
C (-2.742, 1.999, -0.129)  0.001
C (0.339, -3.354, 0.054)  -0.089
H (-2.465, -1.106, 1.200)  0.109
H (-4.552, 2.825, -0.905)  0.110

The multiplicity is 1. Its SMILES is O=C(C[C@H](Cc1ccccc1)C(=O)O)Nc1ccc(Cl)c(Cl)c1. The LUMO energy comes out at 0.46 eV.

A cluster of 4 separate species, C4H18NO3S in total at a distorted geometry, computed with ωB97M-V/def2-TZVPD.

Each line ends with the Löwdin charge.
Atoms and positions in Å:
H (0.214, 1.022, -2.211)  0.159
H (3.161, -0.440, -1.745)  0.052
H (2.715, 0.469, -2.815)  0.085
H (2.266, 1.567, 1.338)  0.087
C (-1.836, -0.580, -1.499)  -0.036
H (-2.613, -1.097, 1.300)  0.075
H (0.372, -0.161, 1.124)  0.076
H (-0.423, -1.524, 0.171)  0.130
O (2.659, 0.360, -1.862)  -0.047
H (1.121, 1.331, -0.826)  0.108
H (0.783, -0.170, -1.392)  0.108
H (2.663, -2.375, -0.326)  0.052
O (2.207, -2.562, -1.157)  -0.052
S (-2.113, 1.018, 2.221)  0.731
H (2.525, 1.895, -0.082)  0.093
N (0.354, 0.742, -1.244)  0.139
H (1.719, -3.393, -1.085)  0.057
C (-0.529, -0.516, 0.696)  -0.252
C (-1.665, -0.690, 1.678)  -0.514
H (-1.478, -1.466, 2.448)  0.093
H (-1.366, 1.295, -0.443)  0.134
O (2.171, 1.154, 0.472)  -0.070
H (-2.235, -1.521, -1.187)  0.090
H (-0.895, 1.614, 2.311)  -0.137
H (-2.733, -0.048, -1.784)  0.096
H (-1.518, -0.799, -2.473)  0.071
C (-0.961, 0.255, -0.609)  -0.329

The multiplicity is 1. The net charge is +1. The LUMO energy comes out at -3.05 eV.

What are the energy above the lowest of the compared OMol25 structures with the same formula, charge and spin values for these records? In order: 0.808; 0.220; 0.000; 1.741 eV.
What are the HOMO values for these records? In order: -0.1741; -0.5624; -0.3197; -0.4437 hartree.
What are the total energy values for these records? In order: -565.942755; -250.045708; -1857.740590; -841.569467 a.u..